1.
DFT (the ωB97M-V functional and the def2-TZVPD basis) results for a cluster of 2 separate species, C4H8N2O2 in total in a non-equilibrium geometry.

Computed properties:
SMILES string: CC(=O)C#N.CON
HOMO-LUMO gap in hartree: 0.3524

Element x y z (Å)
1 C -2.373 1.208 1.525
2 N -0.227 -0.087 1.124
3 O -1.382 0.463 2.161
4 H 0.434 0.014 1.889
5 H -0.534 -1.056 1.039
6 H -3.006 1.615 2.324
7 H -2.999 0.580 0.876
8 H -1.957 2.039 0.952
9 C 2.177 -1.096 -1.853
10 C 0.790 -0.815 -1.351
11 C 0.694 0.509 -0.630
12 O -0.138 -1.571 -1.392
13 N 0.969 1.642 -0.746
14 H 2.408 -0.383 -2.646
15 H 2.905 -0.943 -1.054
16 H 2.240 -2.118 -2.219

Forces on the atoms, in the same order (eV/Å):
-0.3750 0.1706 -0.7099
-3.4327 1.0228 3.1850
2.1088 -1.3086 -1.2243
0.5812 -0.4598 -0.4279
0.2049 -0.0707 0.2196
0.1949 -0.1411 -0.0465
0.0866 0.1565 0.0230
-0.0303 -0.0193 -0.0383
-0.0763 0.0446 -0.3491
0.0731 -0.0519 1.4195
1.2059 1.7337 -2.0295
-0.1402 -0.1262 -0.2857
-0.3088 -1.0226 0.3160
0.0914 -0.0523 0.0119
-0.1089 0.0809 0.0084
-0.0746 0.0435 -0.0723

2.
DFT (the ωB97M-V functional and the def2-TZVPD basis) results for a structure of composition C43H61BN5O2P2STi in a non-equilibrium geometry.

Computed properties:
⟨S²⟩: 2.06
Net charge: -1
HOMO-LUMO gap (spin up / spin down) in hartree: 0.1580 / 0.2698
Multiplicity: 3

Element x y z (Å)
1 Ti -0.311 0.090 0.806
2 O -1.889 0.714 0.168
3 C -2.964 1.132 0.864
4 C -3.747 2.176 0.401
5 C -4.839 2.637 1.136
6 C -5.144 2.033 2.358
7 C -4.382 0.979 2.819
8 C -3.282 0.475 2.086
9 C -2.532 -0.633 2.544
10 N -1.514 -1.232 1.856
11 C -0.839 -2.315 2.553
12 C 0.680 -2.183 2.328
13 N 0.989 -0.778 2.127
14 C 1.686 -0.156 3.116
15 C 1.826 1.243 3.249
16 C 2.652 1.810 4.250
17 C 2.778 3.176 4.406
18 C 2.075 4.043 3.567
19 C 1.251 3.513 2.574
20 C 1.128 2.148 2.398
21 O 0.349 1.666 1.409
22 H -3.483 2.623 -0.552
23 H -5.438 3.457 0.759
24 H -5.982 2.389 2.945
25 H -4.628 0.504 3.763
26 H -2.801 -1.041 3.515
27 H -1.175 -3.287 2.175
28 H -1.067 -2.283 3.626
29 H 0.969 -2.763 1.450
30 H 1.222 -2.596 3.185
31 H 2.159 -0.781 3.871
32 H 3.194 1.136 4.905
33 H 3.424 3.574 5.179
34 H 2.164 5.116 3.681
35 H 0.694 4.161 1.907
36 C 5.838 -1.226 -2.637
37 C 4.539 -0.537 -3.042
38 C 3.599 -1.575 -3.673
39 C 4.826 0.514 -4.127
40 P 3.548 0.311 -1.681
41 C 3.102 -1.057 -0.480
42 N 1.874 -1.760 -0.800
43 B 0.503 -1.230 -0.782
44 N -0.253 -2.320 -1.411
45 C -1.615 -2.426 -1.903
46 P -2.376 -0.875 -2.596
47 C -4.160 -1.487 -2.550
48 C -4.553 -1.461 -1.061
49 C -4.471 -2.880 -3.104
50 C -5.007 -0.447 -3.294
51 C -1.713 -0.916 -4.362
52 C -2.192 -2.012 -5.306
53 C -2.028 0.457 -4.978
54 C -0.186 -1.014 -4.220
55 C 0.570 -3.433 -1.572
56 C 0.281 -4.724 -1.994
57 C 1.305 -5.672 -2.009
58 C 2.589 -5.336 -1.602
59 C 2.886 -4.039 -1.184
60 C 1.878 -3.088 -1.185
61 C 4.712 1.278 -0.560
62 C 5.592 2.231 -1.374
63 C 5.589 0.450 0.383
64 C 3.761 2.134 0.286
65 H 6.239 -1.780 -3.495
66 H 5.680 -1.945 -1.830
67 H 6.600 -0.514 -2.320
68 H 3.966 -1.835 -4.672
69 H 2.580 -1.194 -3.779
70 H 3.552 -2.492 -3.089
71 H 5.256 0.019 -5.005
72 H 5.526 1.281 -3.801
73 H 3.903 1.008 -4.440
74 H 2.986 -0.580 0.493
75 H 3.921 -1.770 -0.393
76 H -2.282 -2.823 -1.134
77 H -1.601 -3.148 -2.721
78 H -5.620 -1.235 -0.967
79 H -4.378 -2.426 -0.583
80 H -4.009 -0.707 -0.498
81 H -3.808 -3.644 -2.692
82 H -4.412 -2.924 -4.189
83 H -5.495 -3.151 -2.821
84 H -4.760 -0.409 -4.358
85 H -4.860 0.551 -2.872
86 H -6.068 -0.702 -3.207
87 H -3.238 -1.881 -5.583
88 H -2.065 -3.012 -4.883
89 H -1.602 -1.969 -6.230
90 H -3.099 0.596 -5.138
91 H -1.529 0.553 -5.949
92 H -1.679 1.264 -4.330
93 H 0.135 -2.017 -3.928
94 H 0.200 -0.310 -3.476
95 H 0.278 -0.780 -5.185
96 H -0.723 -5.011 -2.277
97 H 1.087 -6.685 -2.323
98 H 3.368 -6.087 -1.600
99 H 3.891 -3.793 -0.864
100 H 6.395 1.712 -1.900
101 H 6.056 2.955 -0.695
102 H 5.003 2.793 -2.105
103 H 6.266 -0.219 -0.146
104 H 4.987 -0.142 1.074
105 H 6.197 1.130 0.990
106 H 3.229 2.865 -0.328
107 H 4.320 2.670 1.060
108 H 3.009 1.530 0.789
109 S 0.601 4.264 -3.113
110 C -0.453 4.527 -1.785
111 C -0.534 3.399 -1.040
112 N 0.216 2.337 -1.494
113 C 0.858 2.652 -2.566
114 H -0.940 5.476 -1.633
115 H -1.118 3.280 -0.140
116 H 1.527 1.980 -3.091

Forces on the atoms, in the same order (eV/Å):
0.0297 -1.1217 0.4462
-1.3291 0.7603 0.0076
0.0535 -0.1359 -0.1863
-0.0004 0.0663 -0.1085
0.0098 -0.0660 0.0128
0.0361 0.0206 -0.0454
-0.0562 -0.0096 0.0196
0.0742 -0.1183 0.0597
-0.1289 -0.1647 -0.3494
0.1450 0.4744 0.1684
-0.0014 0.0622 0.0008
-0.0881 0.1416 0.0461
0.1535 -0.0158 0.2727
-0.0368 -0.0299 -0.2226
-0.0237 -0.1418 -0.0367
0.0059 0.0306 0.0407
-0.0217 -0.0037 -0.0599
-0.0013 -0.0479 0.0129
0.0220 0.1292 -0.0669
-0.1409 -0.1194 -0.1112
0.7744 1.0893 0.4991
-0.0011 -0.0066 0.0244
0.0040 -0.0083 0.0141
0.0067 -0.0079 -0.0005
-0.0082 0.0090 0.0021
-0.0016 -0.0792 0.0269
-0.0449 -0.0424 0.0140
0.0163 0.0449 0.0384
0.0357 -0.0131 -0.0997
0.0374 -0.0211 0.0249
0.0430 -0.0390 0.0159
0.0090 0.0090 0.0048
-0.0097 -0.0124 0.0039
0.0020 -0.0131 0.0032
0.0137 -0.0186 0.0117
0.0329 -0.0558 -0.0435
0.0108 0.0542 -0.0403
-0.0320 -0.0438 0.0173
0.0202 -0.0199 0.0232
-0.1605 -0.0543 0.0523
-0.1019 -0.0441 -0.0826
0.0116 0.1383 -0.1666
0.5201 -0.8451 -0.5782
0.2191 -0.1747 0.0357
0.0892 0.0657 0.0042
0.1180 -0.0430 0.2108
-0.0343 0.1370 -0.1932
-0.0851 -0.0452 0.0066
-0.0386 -0.0003 0.0117
0.0145 -0.0348 -0.0093
-0.0091 0.1770 -0.0076
0.0498 -0.0249 -0.0519
-0.0255 -0.0393 -0.0111
0.0295 -0.0142 -0.0421
-0.1234 0.1080 -0.0413
0.0434 0.0273 0.0097
-0.0085 0.0531 0.0183
-0.0334 0.0356 0.0084
0.0190 -0.0316 -0.0710
0.0147 0.1239 0.0305
0.0302 0.0701 -0.0560
0.0136 -0.0125 0.0551
0.0146 0.0238 0.0304
-0.0292 0.0740 0.0178
0.0034 0.0057 0.0384
0.0082 0.0141 -0.0142
-0.0088 0.0082 0.0125
0.0070 -0.0122 0.0418
0.0187 0.0189 -0.0109
-0.0317 0.0114 0.0243
-0.0114 0.0065 0.0316
-0.0069 -0.0020 0.0003
0.0024 -0.0102 -0.0047
-0.0342 0.0284 0.0601
0.0399 -0.0180 0.0637
-0.0370 0.0441 0.0825
-0.0765 -0.1476 0.0061
-0.0001 -0.0627 0.0035
0.0525 0.0065 0.0190
0.0242 0.1109 0.0505
-0.0392 0.0110 -0.0071
0.0163 -0.0034 -0.0115
0.0102 -0.0048 -0.0031
-0.0411 -0.0230 0.0407
0.0002 -0.0266 -0.0088
0.0069 0.0088 0.0148
-0.0047 -0.0054 0.0147
-0.0098 0.0206 -0.0101
-0.0156 -0.0316 0.0020
0.0465 0.0206 -0.0002
-0.0064 -0.0167 0.0156
0.0173 -0.0177 0.0016
-0.0007 0.0368 -0.0106
-0.0275 -0.0044 -0.0160
-0.0075 -0.0064 -0.0030
-0.0221 0.0087 -0.0080
-0.0028 0.0002 -0.0020
0.0002 0.0012 -0.0015
0.0022 0.0037 -0.0075
0.0009 -0.0079 0.0018
-0.0148 -0.0241 -0.0168
0.0116 -0.0091 0.0209
0.0092 -0.0175 -0.0261
0.0459 0.0261 -0.0021
-0.0047 -0.0165 -0.0072
0.0029 -0.0362 0.0121
-0.0069 -0.0057 -0.0201
-0.0482 -0.0192 0.0494
0.0254 0.0626 -0.0832
0.0403 0.1035 -0.1304
0.0491 -0.2144 0.0516
-0.0989 -0.0067 0.1437
0.0172 0.0507 -0.1595
-0.0041 -0.0426 0.0407
0.0177 -0.0561 0.0024
-0.0623 0.0340 0.0973

3.
DFT (the ωB97M-V functional and the def2-TZVPD basis) results for an isolated molecule of C25H21ClN4O3S.

Computed properties:
SMILES string: O=C(CSc1nc2ccccc2c(=O)n1NC(=O)Cc1ccccc1)NCc1ccccc1Cl
HOMO-LUMO gap in hartree: 0.3230

Element x y z (Å)
1 O 3.475 2.022 -0.599
2 C 2.655 1.257 -1.060
3 N 1.338 1.501 -1.105
4 H 0.678 0.821 -1.466
5 C 0.782 2.678 -0.464
6 C 0.710 2.520 1.035
7 C -0.309 1.803 1.655
8 C -0.377 1.683 3.033
9 C 0.598 2.272 3.817
10 C 1.639 2.962 3.220
11 C 1.689 3.083 1.844
12 H 2.504 3.611 1.373
13 H 2.410 3.411 3.828
14 H 0.542 2.185 4.891
15 H -1.189 1.132 3.482
16 Cl -1.536 1.032 0.708
17 H 1.430 3.527 -0.698
18 H -0.212 2.844 -0.881
19 C 3.131 -0.048 -1.704
20 H 3.993 -0.410 -1.145
21 H 3.424 0.144 -2.737
22 S 1.885 -1.356 -1.789
23 C 1.396 -1.347 -0.108
24 N 2.183 -0.827 0.759
25 C 1.831 -0.854 2.076
26 C 2.688 -0.279 3.020
27 C 2.372 -0.344 4.356
28 C 1.202 -0.972 4.787
29 C 0.341 -1.530 3.872
30 C 0.646 -1.479 2.509
31 C -0.259 -2.043 1.527
32 O -1.318 -2.604 1.729
33 N 0.189 -1.908 0.201
34 N -0.699 -2.347 -0.780
35 C -1.293 -1.458 -1.644
36 O -0.851 -0.352 -1.846
37 C -2.492 -2.059 -2.353
38 C -3.132 -1.044 -3.259
39 C -3.034 -1.152 -4.638
40 C -3.609 -0.197 -5.458
41 C -4.280 0.880 -4.905
42 C -4.374 0.998 -3.529
43 C -3.804 0.040 -2.710
44 H -3.875 0.136 -1.636
45 H -4.893 1.839 -3.091
46 H -4.727 1.627 -5.545
47 H -3.530 -0.292 -6.531
48 H -2.505 -1.987 -5.075
49 H -3.204 -2.393 -1.593
50 H -2.155 -2.930 -2.918
51 H -1.255 -3.122 -0.427
52 H -0.574 -2.016 4.175
53 H 0.974 -1.017 5.841
54 H 3.038 0.095 5.085
55 H 3.584 0.205 2.667

Forces on the atoms, in the same order (eV/Å):
0.2733 0.3223 0.2144
0.0735 -0.4252 -0.3850
-0.5494 0.1627 -0.1948
0.1540 -0.0391 0.0175
0.2173 0.0709 0.0467
-0.1069 -0.0068 -0.1106
0.2089 0.2056 0.2476
-0.0438 0.0196 0.0005
-0.0570 0.0691 -0.0444
-0.0098 0.0921 0.0339
-0.0360 0.0222 0.0577
0.0833 0.0533 -0.0814
0.0907 0.0522 0.0615
0.0043 -0.0283 0.1048
-0.0814 -0.0541 0.0154
-0.2340 0.0140 -0.0126
-0.1675 -0.0396 0.0181
0.1180 0.0429 0.0055
0.0032 -0.2459 0.3075
-0.0572 0.2014 -0.0548
-0.0311 -0.0272 0.0066
0.1797 -0.1990 -0.4433
0.6714 0.1554 -0.1048
0.1532 -0.0674 -0.5296
-0.5460 -0.2466 0.4872
-0.0731 -0.0732 0.1160
0.1027 -0.0635 -0.1360
-0.1462 -0.1119 0.0488
-0.0197 -0.0622 -0.0339
0.4079 0.2222 0.1743
-0.2184 -0.0833 -0.1738
-0.0467 -0.0228 0.1263
-0.4448 0.0117 0.0043
0.4317 -0.4453 0.3604
0.0360 0.0864 0.0417
-0.3680 0.0007 -0.0794
-0.0362 0.2917 -0.1774
-0.0282 -0.0926 -0.0126
-0.0006 -0.0539 0.1198
-0.0158 0.0559 -0.1104
-0.0040 0.0287 -0.0971
-0.0391 0.0393 0.0928
-0.0177 -0.0494 -0.0676
-0.0109 0.0242 0.1307
-0.0406 0.0623 0.0361
-0.0342 0.0539 -0.0497
0.0044 -0.0056 -0.0811
0.0527 -0.0885 -0.0352
0.0459 -0.0936 0.0019
-0.0490 -0.0398 0.0528
0.1305 0.2219 -0.0566
-0.0765 -0.0365 0.0502
-0.0336 -0.0084 0.0899
0.0677 0.0608 0.0601
0.1134 0.0661 -0.0592